1.
{"formula": "C12H44O10", "method": "ωB97M-V/def2-TZVPD", "orbital_gap_ev": 9.5, "relative_energy_ev": 2.217, "total_energy_ev": -33631.3386, "smiles": "CCO.CCO.CCO.CCO.CCO.CCO.O.O.O.O", "e_homo_ha": -0.357, "elements": ["C", "C", "O", "H", "H", "H", "H", "H", "H", "C", "C", "O", "H", "H", "H", "H", "H", "H", "C", "C", "O", "H", "H", "H", "H", "H", "H", "C", "C", "O", "H", "H", "H", "H", "H", "H", "C", "C", "O", "H", "H", "H", "H", "H", "H", "C", "C", "O", "H", "H", "H", "H", "H", "H", "O", "H", "H", "O", "H", "H", "O", "H", "H", "O", "H", "H"], "positions_angstrom": [[-5.616, -9.945, 10.703], [-6.144, -9.064, 9.603], [-7.529, -9.328, 9.368], [-6.357, -9.977, 11.501], [-4.735, -9.523, 11.204], [-5.321, -10.917, 10.319], [-5.629, -9.206, 8.651], [-5.996, -8.006, 9.856], [-8.055, -8.609, 9.723], [-2.548, -11.648, 10.067], [-1.196, -11.953, 9.453], [-1.332, -12.301, 8.060], [-3.280, -12.456, 10.008], [-2.952, -10.798, 9.502], [-2.505, -11.272, 11.090], [-0.662, -12.773, 9.938], [-0.605, -11.043, 9.508], [-2.024, -12.969, 7.937], [0.603, -14.684, 11.132], [0.869, -13.610, 12.187], [0.422, -13.999, 13.471], [1.108, -14.382, 10.202], [-0.454, -14.804, 10.888], [1.065, -15.612, 11.458], [0.418, -12.661, 11.885], [1.953, -13.491, 12.255], [-0.494, -13.697, 13.559], [-6.521, -12.847, 8.470], [-7.065, -12.886, 7.048], [-8.454, -12.564, 7.091], [-6.598, -13.834, 8.928], [-7.113, -12.139, 9.048], [-5.473, -12.549, 8.442], [-6.926, -13.879, 6.603], [-6.527, -12.179, 6.404], [-8.879, -12.926, 6.310], [-1.970, -11.053, 14.189], [-2.890, -12.214, 13.944], [-2.213, -13.196, 13.171], [-1.602, -10.643, 13.250], [-1.113, -11.371, 14.787], [-2.492, -10.273, 14.745], [-3.797, -11.874, 13.425], [-3.223, -12.639, 14.899], [-2.842, -13.808, 12.770], [-2.130, -7.694, 8.822], [-0.793, -7.834, 9.536], [-0.828, -7.034, 10.709], [-2.331, -6.623, 8.746], [-2.911, -8.101, 9.466], [-2.063, -8.156, 7.842], [0.006, -7.486, 8.872], [-0.632, -8.890, 9.781], [0.020, -7.090, 11.158], [-4.385, -14.690, 12.096], [-4.385, -14.543, 11.146], [-5.152, -15.242, 12.269], [-0.415, -10.888, 5.696], [-0.498, -11.380, 6.524], [-1.310, -10.865, 5.349], [0.162, -14.637, 7.373], [-0.166, -13.843, 7.817], [0.138, -15.334, 8.034], [-3.186, -14.334, 7.289], [-3.196, -14.598, 6.364], [-2.938, -15.136, 7.760]]}



2.
{"formula": "C12H48F2N4O21P", "method": "ωB97M-V/def2-TZVPD", "orbital_gap_ev": 8.3, "charge": 1, "total_energy_ev": -76894.3828, "e_homo_ha": -0.455, "elements": ["C", "C", "C", "C", "C", "C", "O", "C", "N", "C", "N", "C", "O", "F", "C", "O", "F", "C", "C", "O", "N", "O", "N", "P", "O", "H", "H", "H", "H", "H", "H", "H", "H", "H", "H", "H", "H", "H", "H", "H", "H", "H", "H", "O", "H", "H", "O", "H", "H", "O", "H", "H", "O", "H", "H", "O", "H", "H", "O", "H", "H", "O", "H", "H", "O", "H", "H", "O", "H", "H", "O", "H", "H", "O", "H", "H", "O", "H", "H", "O", "H", "H", "O", "H", "H", "O", "H", "H"], "positions_angstrom": [[2.174, -0.578, 1.469], [3.156, 0.220, 0.563], [3.334, -0.497, -0.787], [2.830, 1.717, 0.451], [4.121, 2.474, 0.057], [1.788, 2.062, -0.585], [0.489, 2.291, 0.089], [-0.499, 1.527, -0.189], [-0.622, 0.504, -1.044], [-1.912, -0.035, -0.971], [-2.314, -1.126, -1.805], [-1.175, -1.957, -2.156], [-0.928, -2.332, -3.232], [-0.411, -2.232, -1.119], [-3.263, -2.021, -1.170], [-4.309, -2.253, -1.627], [-2.827, -2.585, -0.059], [-2.584, 0.706, -0.057], [-3.975, 0.601, 0.442], [-3.891, 0.349, 1.857], [-4.521, -0.897, 2.192], [-4.304, -1.178, 3.288], [-1.700, 1.687, 0.428], [-2.072, 2.927, 1.610], [-1.300, 4.145, 1.375], [1.816, -1.460, 0.944], [2.726, -0.935, 2.334], [1.377, 0.031, 1.872], [4.117, 0.160, 1.069], [3.957, -1.374, -0.670], [2.348, -0.834, -1.127], [3.755, 0.201, -1.508], [2.575, 2.074, 1.447], [4.323, 2.228, -0.990], [4.961, 2.109, 0.630], [3.985, 3.545, 0.121], [1.741, 1.368, -1.419], [2.050, 3.027, -1.009], [0.103, 0.170, -1.662], [-4.557, -0.183, -0.031], [-4.534, 1.525, 0.323], [-3.446, 3.143, 1.424], [-1.862, 2.383, 2.886], [-6.456, 0.010, -1.910], [-5.935, 0.573, -2.495], [-5.909, -0.769, -1.766], [-0.589, -0.952, 2.363], [-1.479, -0.675, 2.113], [-0.600, -1.917, 2.275], [1.262, 5.366, -2.181], [0.695, 5.391, -2.960], [0.650, 5.239, -1.448], [-2.472, -5.185, -3.640], [-1.554, -4.900, -3.710], [-2.886, -4.530, -3.072], [-2.850, 0.887, -4.498], [-2.888, 0.650, -5.434], [-2.632, 0.065, -4.051], [-0.309, -3.810, 1.339], [-1.089, -3.538, 0.846], [-0.364, -4.773, 1.349], [6.406, -2.018, -0.906], [7.271, -2.176, -0.514], [6.363, -2.638, -1.641], [-1.822, -4.579, -7.057], [-1.457, -4.182, -6.262], [-2.183, -5.419, -6.756], [3.418, -2.256, 3.865], [3.813, -1.845, 4.639], [3.072, -3.090, 4.195], [1.059, -1.470, 5.226], [0.509, -1.449, 4.437], [0.425, -1.568, 5.949], [-4.785, 0.227, -6.477], [-5.640, 0.412, -6.881], [-4.982, -0.443, -5.815], [3.951, 7.279, -2.669], [4.378, 6.843, -3.411], [3.045, 6.951, -2.687], [-1.407, -0.063, 6.031], [-1.963, -0.049, 5.246], [-2.026, -0.181, 6.760], [5.401, 4.500, 1.722], [6.302, 4.821, 1.604], [5.009, 5.128, 2.338], [-0.123, -3.300, 7.542], [0.829, -3.429, 7.484], [-0.493, -4.103, 7.162]]}



3.
{"formula": "C12H48N12O12", "method": "ωB97M-V/def2-TZVPD", "orbital_gap_ev": 8.9, "relative_energy_ev": 4.106, "total_energy_ev": -55674.2341, "smiles": "NC(N)=O.NC(N)=O.NC(N)=O.NC(N)=O.NC(N)=O.NC(N)=O.CO.CO.CO.CO.CO.CO", "e_homo_ha": -0.326, "elements": ["N", "C", "N", "O", "H", "H", "H", "H", "N", "C", "N", "O", "H", "H", "H", "H", "N", "C", "N", "O", "H", "H", "H", "H", "N", "C", "N", "O", "H", "H", "H", "H", "N", "C", "N", "O", "H", "H", "H", "H", "N", "C", "N", "O", "H", "H", "H", "H", "C", "O", "H", "H", "H", "H", "C", "O", "H", "H", "H", "H", "C", "O", "H", "H", "H", "H", "C", "O", "H", "H", "H", "H", "C", "O", "H", "H", "H", "H", "C", "O", "H", "H", "H", "H"], "positions_angstrom": [[5.271, 0.084, 3.504], [4.448, -0.605, 2.698], [3.485, 0.102, 2.144], [4.707, -1.810, 2.549], [5.926, -0.530, 3.966], [5.436, 1.080, 3.466], [3.585, 1.106, 2.185], [2.987, -0.322, 1.375], [0.322, -3.286, -3.060], [0.323, -3.975, -4.174], [1.425, -4.582, -4.329], [-0.506, -3.799, -5.076], [1.022, -3.463, -2.353], [-0.435, -2.622, -2.988], [2.148, -4.652, -3.628], [1.508, -5.112, -5.184], [-2.208, -0.261, 0.112], [-1.085, -0.774, -0.211], [-0.050, -0.164, 0.395], [-0.887, -1.556, -1.135], [-2.186, 0.329, 0.931], [-2.983, -0.736, -0.328], [-0.346, 0.481, 1.114], [0.919, -0.251, 0.124], [-5.656, 0.438, 0.607], [-4.930, 1.201, 1.311], [-4.216, 0.720, 2.236], [-4.887, 2.362, 1.005], [-6.309, 0.970, 0.048], [-5.493, -0.525, 0.353], [-4.270, -0.273, 2.417], [-3.458, 1.222, 2.675], [3.613, -3.689, 0.464], [2.637, -2.992, -0.030], [1.622, -3.748, -0.407], [2.679, -1.818, -0.276], [3.494, -4.616, 0.847], [4.383, -3.078, 0.697], [1.685, -4.741, -0.236], [0.739, -3.327, -0.656], [-2.249, 3.203, 0.033], [-1.087, 3.691, 0.274], [-0.144, 2.944, -0.192], [-0.919, 4.725, 0.788], [-3.004, 3.873, 0.053], [-2.321, 2.446, -0.632], [0.718, 3.448, -0.343], [-0.218, 1.990, -0.515], [1.649, 0.816, -2.904], [2.557, 0.617, -1.778], [1.067, 1.737, -2.868], [2.197, 1.021, -3.824], [0.930, 0.003, -2.996], [2.812, -0.300, -1.907], [3.897, 3.386, -0.823], [2.958, 2.945, 0.160], [3.640, 4.436, -0.960], [4.871, 3.455, -0.339], [4.123, 2.857, -1.749], [2.501, 2.249, -0.317], [-1.604, 0.322, 3.970], [-1.571, 1.371, 2.974], [-2.379, -0.439, 4.069], [-0.701, -0.248, 3.752], [-1.579, 0.791, 4.954], [-0.713, 1.787, 3.087], [-3.851, -3.237, -1.522], [-4.514, -2.208, -0.919], [-3.206, -3.914, -0.961], [-4.671, -3.810, -1.956], [-3.311, -2.746, -2.332], [-4.811, -2.470, -0.045], [-1.988, 1.032, -3.579], [-2.448, 1.747, -2.443], [-2.674, 1.276, -4.390], [-1.009, 1.359, -3.930], [-2.005, -0.048, -3.439], [-2.999, 1.125, -1.963], [1.152, 3.000, 3.638], [1.302, 1.618, 3.271], [1.344, 3.128, 4.703], [1.929, 3.671, 3.269], [0.150, 3.391, 3.461], [1.723, 1.174, 4.011]]}